C9H14O2SSi | wB97M-V/def2-TZVPD

Each line ends with the Mulliken charge.
Atoms and positions in Å:
H1 -4.1050 2.8409 -0.4519  0.314
H2 3.2130 -1.6312 1.6200  0.274
H3 1.2763 1.3132 2.2079  0.312
C1 2.2885 -2.1546 1.3988  -1.092
H4 1.9131 -2.7493 2.2446  0.323
C2 -2.7532 -0.7298 -0.0640  0.577
C3 -2.7616 -0.1114 -1.2795  -0.347
O1 -1.4170 -2.7560 -1.2045  -0.443
H5 2.4059 -2.8929 0.5904  0.299
H6 2.8237 1.0889 1.5475  0.467
C4 -3.2341 -0.0937 1.0978  -0.380
O2 -0.4056 -0.7594 1.0312  -0.437
H7 1.4062 0.1793 -1.5434  0.288
C5 1.8242 0.9395 1.3466  -1.168
H8 -3.0686 -0.5793 1.9952  0.448
H9 -2.2904 -0.7313 -2.0950  0.366
H10 -3.9675 1.8443 1.7583  0.379
H11 2.7043 -1.0802 -1.1322  0.361
H12 1.0959 -1.5952 -1.7556  0.263
H13 -3.1464 1.7120 -2.3483  0.250
H14 1.5974 1.5344 0.4863  0.241
C6 -3.6912 1.8138 -0.2501  -0.198
C7 -3.5499 1.2287 0.9839  -0.604
C8 -3.2975 1.1179 -1.3823  -0.444
C9 1.6593 -0.8280 -1.1754  -1.125
Si1 1.1589 -0.7282 0.7468  0.517
S1 -1.9250 -2.3172 0.1347  0.557

Results
**HOMO (alpha / beta)**: -8.79 / -8.79 eV
**E_tot**: -32366.106 eV
**Frontier orbital gap (alpha / beta)**: 6.56 / 6.56 eV
**Energy above the lowest of the compared OMol25 structures with the same formula, charge and spin**: 178.42 kJ/mol



C24H28F3LaN3O3S4Sb | wB97M-V/def2-TZVPD

Each line ends with the Mulliken charge.
Atoms and positions in Å:
H1 -1.0274 -13.5101 -4.1776  -0.034
C1 -5.3413 -16.3204 -0.9412  0.010
Sb1 -1.7099 -16.5004 -5.7815  0.176
H2 -6.1040 -22.0463 -2.8463  0.362
S1 -0.3141 -17.3928 -3.9529  -0.489
H3 -5.7236 -19.5310 -3.0653  0.422
H4 -6.3203 -18.7132 0.3744  0.208
H5 -5.8576 -16.7516 1.7830  0.314
C2 -2.2449 -22.5924 -0.2420  0.566
H6 -7.5177 -16.1802 1.7461  0.502
C3 -0.7568 -12.3111 -2.3853  0.879
N1 -7.8819 -16.2666 -1.9807  0.072
C4 -6.7600 -16.6645 1.1448  -1.156
F1 -2.7458 -23.8788 -0.2190  -0.314
H7 -0.6712 -17.5292 1.3881  0.337
H8 -8.7850 -16.2475 -2.4511  0.279
C5 -1.3067 -16.6567 1.5755  -1.364
C6 -0.3347 -12.7503 -3.7817  -1.173
O1 -7.1548 -17.8640 -3.4634  -0.738
C7 -0.5892 -14.7928 -1.6558  0.418
C8 -5.0218 -20.1797 -2.5244  -0.351
H9 -5.0363 -14.3793 0.8876  0.392
La1 -3.0446 -17.3257 -2.7460  1.694
S2 -2.9397 -14.8986 -4.3477  -0.717
C9 -6.8898 -17.0521 -2.5740  0.002
H10 -2.8154 -12.3097 -2.8711  0.120
C10 -0.6013 -15.7799 -0.7077  -1.172
H11 -0.3483 -15.1209 -2.6649  0.181
H12 0.6950 -13.1927 -3.7985  0.306
S3 -3.3469 -18.3549 -5.4931  -0.472
C11 -3.2413 -21.7594 -1.0757  -0.214
C12 -1.2301 -14.2293 0.9199  -0.830
F2 -0.9978 -22.6085 -0.8058  -0.212
O2 -8.6583 -14.7415 -0.4931  -0.668
C13 -5.2217 -21.5508 -2.4009  -0.836
H13 -5.2259 -13.7553 -1.5796  0.237
H14 -0.0793 -11.5034 -2.0418  0.213
S4 -1.6737 -19.4619 -0.6937  -0.571
H15 -1.1241 -12.1329 0.3770  0.471
N2 -3.9266 -19.5874 -1.9893  -0.062
H16 -1.0969 -16.2963 2.6268  0.378
C14 -3.0504 -20.3197 -1.2806  0.508
C15 -2.0917 -11.6404 -2.4021  -1.252
C16 -0.9970 -13.1626 0.0347  -0.683
H17 -7.9229 -18.1900 -0.0433  0.307
C17 -6.0066 -14.2734 0.3998  -1.060
H18 -0.3189 -11.8638 -4.4700  0.416
H19 -6.7568 -12.9269 -1.1826  0.359
C18 -7.7481 -15.5176 -0.8042  -0.083
C19 -7.1353 -18.0813 0.7224  -1.137
O3 -4.0962 -16.2547 -0.6206  -0.599
C20 -4.3468 -22.3561 -1.6553  -0.142
H20 -2.3250 -17.0608 1.5633  0.144
N3 -5.6300 -16.8604 -2.1180  -0.186
H21 -2.0576 -10.7422 -3.0329  0.443
H22 -4.5826 -23.4151 -1.5814  0.440
C21 -5.8103 -13.2707 -0.7592  -1.144
H23 -5.2802 -12.3811 -0.3842  0.418
C22 -6.4524 -15.7024 -0.0203  2.177
H24 -7.5140 -18.6192 1.6032  0.455
H25 -1.3868 -13.9478 1.9648  0.301
C23 -1.0973 -15.5748 0.5905  1.362
H26 -0.3063 -16.7980 -1.0485  0.602
H27 -6.7034 -13.8625 1.1245  0.403
C24 -0.7113 -13.4357 -1.3092  -0.329
F3 -2.1570 -22.2254 1.0554  -0.223
H28 -2.4817 -11.3942 -1.4029  0.335

Results
**HOMO (alpha / beta)**: -5.30 / -5.27 eV
**Spin multiplicity**: 2
**Charge**: -1
**E_tot**: -94855.867 eV
**<S²>**: 0.768
**Frontier orbital gap (alpha / beta)**: 7.84 / 4.89 eV
**Energy above the lowest of the compared OMol25 structures with the same formula, charge and spin**: 0.00 kJ/mol



C18H23Br30Cl2F5N2O4PS | wB97M-V/def2-TZVPD

Each line ends with the Mulliken charge.
Atoms and positions in Å:
C1 2.1836 -3.2711 2.2938  -0.358
C2 -6.8486 4.5191 3.4464  -0.030
C3 2.1127 1.1035 -0.1308  -0.140
H1 2.1434 -4.2657 2.7158  0.408
C4 -1.7295 2.5764 2.3412  0.521
H2 -11.1983 -2.9829 6.5866  0.337
Br1 -6.2800 3.4131 4.9144  0.050
Br2 -8.5889 4.0068 2.8147  -0.006
Br3 -4.5092 -0.4785 5.6139  0.019
Br4 3.0462 2.1640 -5.0417  0.045
Br5 0.4242 -2.7911 1.7044  0.075
C5 1.3591 2.7032 -4.3141  -0.397
Br6 0.7358 -9.9444 -5.8253  -0.003
C6 0.5972 1.0235 0.2569  1.409
S1 -0.7565 1.0406 2.8697  1.331
H3 -6.9187 -0.7827 6.0748  0.126
H4 0.7088 -0.3271 1.8765  -1.256
C7 1.9912 1.3558 2.2444  -0.727
F1 -1.5945 3.4629 3.3439  -0.256
O1 4.1700 1.0915 1.1255  -0.027
Br7 -9.7887 -3.1002 8.6054  0.009
C8 -1.3391 -1.5575 -6.9997  -0.408
Br8 3.4425 -3.2788 0.8437  -0.005
H5 2.3123 1.0409 3.2384  0.977
F2 -1.2555 3.1148 1.2024  -0.233
F3 -3.8516 3.3824 1.8156  -0.281
H6 0.9506 3.4639 -4.9638  0.441
Br9 0.1089 1.2490 -4.2414  0.045
H7 4.5844 0.3747 -10.3959  0.381
O2 -0.1814 1.3441 4.1561  -0.637
H8 3.5403 4.3417 1.1555  0.369
H9 6.5378 0.9987 3.4547  0.448
Br10 -0.2704 -6.0706 -4.1094  0.026
Br11 -8.9855 -2.6392 5.5514  -0.031
C9 3.7133 0.0108 -9.8711  -0.368
Br12 2.7693 -2.0754 3.6911  0.016
Br13 2.5139 -0.7120 -11.1848  -0.001
C10 -1.6840 -5.8361 -5.4030  0.304
Br14 -6.4233 1.0480 7.6494  -0.037
H10 5.5601 -0.2917 1.7539  0.497
C11 5.6426 1.4738 3.0390  -1.208
C12 1.9543 -9.0816 -4.6208  -0.143
Br15 -1.3180 -1.9317 -5.1090  -0.007
H11 2.7687 -0.2769 1.1701  0.023
Cl1 -0.2930 -0.2811 -0.5340  -0.068
Cl2 2.6639 -0.0618 -1.3401  -0.005
Br16 3.0684 -7.8082 -5.5355  0.010
C13 4.8891 0.4399 2.2098  0.252
Br17 2.9990 -10.3536 -3.6277  -0.031
H12 5.9481 2.3245 2.4286  0.226
Br18 5.3339 2.4043 -2.1161  0.012
C14 -3.2403 2.2574 2.1775  0.568
H13 0.9633 4.2621 3.8563  0.309
Br19 4.3140 -1.3385 -8.6393  -0.036
H14 -1.5828 -0.5108 -7.1126  0.353
O3 -1.6339 -0.0845 2.7161  -0.650
P1 1.8973 3.2657 2.0525  0.114
H15 1.8214 2.9315 4.3693  0.302
Br20 -2.6974 -2.5739 -7.8961  -0.025
H16 6.2377 4.6988 -1.9193  0.348
H17 4.1740 -0.1010 2.8341  -0.282
H18 5.0444 1.8134 3.8882  0.293
Br21 -10.8851 -0.5700 7.0251  0.010
H19 0.0939 1.9334 -0.0581  0.174
Br22 -6.7749 6.3864 3.8970  -0.013
O4 3.4679 3.5597 1.7196  -0.367
C15 6.3052 3.9669 -2.7104  -0.319
Br23 5.5256 4.7546 -4.2805  -0.017
C16 -10.3409 -2.4075 6.9032  -0.318
H20 -1.8232 -4.7703 -5.5210  -0.343
N1 1.7567 3.6618 3.6715  -0.497
H21 2.4280 2.0573 -0.5532  -0.259
Br24 1.5627 3.5213 -2.5721  -0.005
F4 -3.7250 1.8444 3.3248  -0.108
N2 2.8236 0.7577 1.1531  0.244
Br25 2.9362 1.5080 -8.9448  -0.016
C17 -6.0769 -0.6030 6.7278  -0.128
Br26 -5.9739 -2.0818 7.9427  -0.011
Br27 -1.1930 -6.5415 -7.1165  0.012
Br28 8.1625 3.5670 -2.9657  -0.013
Br29 -3.3442 -6.5650 -4.7719  -0.009
Br30 0.3998 -1.8286 -7.7601  0.123
F5 -3.4321 1.3539 1.2366  -0.195
H22 -6.1551 4.3608 2.6340  0.001
H23 1.3575 -8.5292 -3.9099  0.132
C18 0.6480 0.7715 1.7781  -0.064

Results
**HOMO**: -11.33 eV
**Charge**: +1
**E_tot**: -2190228.581 eV
**Frontier orbital gap**: 8.32 eV



C8H12NO2S3 | wB97M-V/def2-TZVPD

Each line ends with the Mulliken charge.
Atoms and positions in Å:
H1 2.1246 0.5996 1.6770  0.289
C1 2.0822 -1.4343 -0.2799  -0.907
C2 -5.2113 0.1738 0.1559  -0.926
C3 -0.1923 -0.5322 -0.1976  0.283
C4 -1.2407 0.4930 -0.1333  -0.316
O1 -0.8453 1.7552 -0.4713  -0.497
S1 -0.7812 -2.1309 0.0102  0.055
H2 -6.0400 0.7563 0.5932  0.362
H3 -5.4800 -0.0515 -0.8587  0.348
C5 2.8008 0.9222 0.8519  -0.398
H4 3.7408 -0.3445 -1.1489  0.355
C6 -2.5022 -0.0101 0.0533  0.874
S2 -3.7649 1.2322 0.1383  -0.066
H5 -1.7378 2.2958 -0.3958  0.316
H6 1.9528 -1.9362 0.7242  0.449
H7 1.0500 1.8208 -0.1930  0.345
O2 3.7505 -0.1256 0.8146  -0.367
H8 1.8643 -2.1095 -1.0774  0.627
C7 3.5226 -0.9859 -0.3061  -0.599
C8 1.8062 1.0024 -0.2988  -0.546
S3 -2.7881 -1.7331 0.1694  -0.031
N1 1.1566 -0.2717 -0.3595  0.189
H9 3.2505 1.8967 1.1701  0.342
H10 4.2558 -1.9119 -0.0966  0.299
H11 2.2096 1.3071 -1.3719  0.206
H12 -4.9834 -0.6777 0.8307  0.315

Results
**HOMO**: -12.23 eV
**Charge**: +1
**E_tot**: -46572.910 eV
**Frontier orbital gap**: 7.99 eV
**Energy above the lowest of the compared OMol25 structures with the same formula, charge and spin**: 0.00 kJ/mol